1.
{"formula": "C23H40Cl3N4O3SiTl", "method": "wB97M-V/def2-TZVPD", "homo_ev": -7.96, "total_charge": 0, "species": ["C", "C", "H", "H", "H", "C", "C", "H", "H", "H", "H", "Tl", "Cl", "Cl", "C", "O", "N", "C", "C", "H", "H", "H", "H", "H", "H", "H", "H", "H", "C", "C", "N", "H", "C", "O", "H", "H", "H", "H", "O", "C", "C", "C", "H", "C", "H", "C", "H", "C", "C", "H", "H", "H", "Si", "Cl", "C", "C", "C", "H", "H", "H", "H", "H", "H", "H", "H", "H", "N", "C", "C", "N", "C", "H", "H", "H", "H"], "positions_angstrom": [[3.10207, -2.56558, -1.66445], [2.70550, -1.77079, -2.88102], [2.47856, -3.47390, -1.58040], [2.97309, -1.94143, -0.76854], [4.16087, -2.88739, -1.73634], [2.35771, -2.35148, -4.03837], [2.31460, -3.82358, -4.27925], [2.12121, -1.69563, -4.87845], [1.65512, -4.32937, -3.55532], [3.31901, -4.26211, -4.17263], [1.96932, -4.09119, -5.28519], [3.76003, 1.74140, -0.39151], [2.36498, 2.45948, 1.72817], [5.78668, 2.10691, -1.89092], [-0.59675, 4.03922, 3.17719], [-1.33295, 3.30523, 3.86436], [-1.03295, 4.72223, 2.09963], [-2.39025, 4.56463, 1.61178], [-0.10022, 5.45336, 1.26799], [0.46786, 4.20818, 3.40888], [-2.98061, 4.09233, 2.40635], [-2.40426, 3.93635, 0.70161], [-2.80121, 5.55117, 1.34655], [0.84479, 5.50491, 1.81092], [-0.48416, 6.45836, 1.07176], [0.07110, 4.93821, 0.31343], [-0.56531, -5.44252, 3.68173], [-1.13088, -4.34481, 0.91462], [-1.64854, -5.57210, 3.51410], [-2.13588, -4.62239, 1.25514], [-2.23913, -4.51454, 2.69967], [-2.14135, -5.56905, 4.49636], [-2.49428, -3.31309, 3.26352], [-2.74319, -2.27327, 2.64491], [-2.87436, -3.98795, 0.76609], [-2.44398, -3.34018, 4.36985], [-1.78580, -6.55013, 3.03528], [-2.34582, -5.65694, 0.99657], [3.00442, 0.14780, -1.53013], [2.85293, -0.23044, -2.85952], [0.59923, 0.10524, -4.15839], [1.81279, 0.59773, -3.64326], [0.25806, -0.88449, -3.85300], [-0.21363, 0.89794, -4.98157], [3.83360, -0.02962, -3.33194], [2.15501, 1.92605, -3.88905], [-1.12016, 0.47015, -5.42280], [0.17086, 2.20580, -5.25383], [1.33953, 2.72637, -4.68578], [3.06376, 2.32225, -3.41387], [-0.44029, 2.86374, -5.88096], [1.63348, 3.75890, -4.86973], [-1.36554, 0.14714, -0.64413], [-0.11971, -1.35733, -1.31490], [-2.87181, -0.05512, -1.71957], [-0.25419, 1.64792, -0.97495], [-1.15727, 0.10143, 1.22545], [-3.14516, 0.90572, -2.19170], [-3.74437, -0.49168, -1.19323], [-2.62010, -0.73430, -2.55783], [-1.66923, -0.79990, 1.60234], [-1.64978, 0.96720, 1.70475], [-0.09238, 0.05938, 1.53875], [0.26844, 1.54798, -1.94282], [0.53173, 1.81165, -0.20191], [-0.82521, 2.58141, -0.99202], [-0.58321, 1.19723, 5.26586], [-1.18556, 0.07674, 5.80093], [-0.52008, -1.01704, 5.25085], [0.45805, -0.57145, 4.39616], [0.39542, 0.75989, 4.39387], [-0.90366, 2.17589, 5.27852], [-2.00907, 0.11005, 6.50380], [-0.69536, -2.06732, 5.40954], [1.02787, 1.42456, 3.81201]]}

---

2.
{"formula": "C23H40Cl3N4O3SiV", "method": "wB97M-V/def2-TZVPD", "homo_ev": [-6.34, -6.35], "total_charge": 0, "multiplicity": 3, "species": ["C", "C", "H", "H", "H", "C", "C", "H", "H", "H", "H", "V", "Cl", "Cl", "H", "H", "C", "C", "N", "H", "C", "O", "H", "H", "H", "H", "H", "H", "C", "C", "N", "H", "C", "O", "H", "H", "H", "H", "O", "C", "C", "C", "H", "C", "H", "C", "H", "C", "C", "H", "H", "H", "Si", "Cl", "C", "C", "C", "H", "H", "H", "H", "H", "H", "H", "H", "H", "N", "C", "C", "C", "N", "H", "H", "H", "H"], "positions_angstrom": [[0.44453, 2.20494, -4.36028], [-0.86843, 2.14112, -3.63585], [0.32792, 2.32476, -5.44809], [1.04180, 1.30022, -4.15141], [1.03995, 3.07644, -4.01692], [-2.05684, 2.47298, -4.16839], [-2.23751, 2.86473, -5.60101], [-2.93053, 2.60455, -3.52017], [-1.96146, 2.07946, -6.32770], [-1.64982, 3.76488, -5.84839], [-3.29490, 3.11976, -5.74794], [1.88020, -0.27320, 2.32632], [3.70177, 0.90117, 2.52582], [1.43794, -2.47102, 2.27215], [2.17580, -3.09443, 6.94617], [5.40522, -2.80540, 6.06391], [2.44803, -3.37970, 5.92569], [4.76913, -2.95979, 5.16306], [3.40862, -2.45911, 5.35563], [1.52346, -3.42863, 5.34654], [3.02105, -1.21034, 5.00148], [1.92144, -0.70701, 5.26706], [5.26220, -2.44628, 4.32875], [3.79312, -0.64038, 4.43581], [2.92678, -4.35442, 5.93130], [4.70074, -4.03526, 4.95372], [-1.02877, -1.97484, -2.36935], [-3.16919, -0.32480, -2.76833], [-1.75399, -2.64611, -1.89942], [-3.64914, -1.20987, -2.33586], [-2.78533, -1.81065, -1.33480], [-1.29078, -3.26693, -1.13185], [-2.87165, -1.52670, -0.01314], [-2.04422, -1.86908, 0.84288], [-4.59368, -0.94145, -1.86212], [-3.80262, -0.95161, 0.21106], [-2.20887, -3.25847, -2.69232], [-3.79703, -1.93767, -3.13503], [-0.39963, 0.30674, -2.25427], [-0.72168, 1.59916, -2.21457], [-2.95945, 1.64972, -0.81944], [-1.71899, 2.19208, -1.14294], [-3.26324, 0.71184, -1.26504], [-3.84323, 2.34399, 0.02794], [0.22844, 2.09822, -1.91919], [-1.35570, 3.41074, -0.56081], [-4.82494, 1.90237, 0.24739], [-3.48578, 3.58690, 0.55941], [-2.21776, 4.11161, 0.27795], [-0.41224, 3.87327, -0.83952], [-4.17665, 4.14111, 1.19297], [-1.90825, 5.08309, 0.66954], [2.35649, -1.19409, -1.31273], [1.31104, 0.27921, 0.26149], [1.35238, -2.72587, -1.50209], [3.90529, -1.69967, -0.29316], [2.88173, -0.19642, -2.76691], [0.50098, -2.49102, -2.14795], [1.01168, -3.10614, -0.51719], [1.94205, -3.50914, -2.02439], [2.11319, -0.25960, -3.54186], [3.83046, -0.61339, -3.15506], [3.04266, 0.84686, -2.46759], [4.50726, -0.80216, -0.06515], [4.53810, -2.39919, -0.86817], [3.67428, -2.19305, 0.66740], [-1.01904, -0.08693, 2.86028], [-1.97664, 0.84912, 2.96105], [-1.32557, 2.06171, 3.17459], [0.04691, 1.81177, 3.17584], [0.24565, 0.48265, 2.95083], [-1.14945, -1.06865, 2.60554], [-3.05026, 0.65245, 2.89600], [-1.79723, 3.01746, 3.26268], [0.88220, 2.46139, 3.35814]]}

---

3.
{"formula": "C23H40FN4O5", "method": "wB97M-V/def2-TZVPD", "homo_ev": -11.56, "total_charge": 1, "species": ["C", "C", "C", "N", "C", "C", "C", "C", "C", "C", "F", "C", "C", "C", "C", "O", "O", "N", "C", "O", "C", "C", "C", "H", "H", "H", "H", "H", "H", "H", "H", "H", "H", "H", "H", "H", "H", "H", "H", "H", "H", "H", "H", "H", "H", "H", "H", "H", "H", "C", "O", "N", "C", "C", "H", "H", "H", "H", "H", "H", "H", "C", "O", "N", "C", "C", "H", "H", "H", "H", "H", "H", "H"], "positions_angstrom": [[-0.53965, -1.50178, 3.37852], [-0.86428, -1.08233, 2.03782], [0.10137, -0.16617, 1.16849], [1.29622, -0.81369, 0.65278], [1.69472, -2.22588, 0.84371], [2.52477, -2.59411, 1.95733], [1.97213, 0.29398, -0.04690], [3.38512, 0.07947, -0.76137], [3.23699, -0.95488, -1.98359], [2.00462, -0.64111, -2.97498], [4.46366, -0.90028, -2.76016], [1.12104, 1.59208, 0.07645], [1.42967, 3.05969, -0.47129], [2.05145, 3.11609, -1.95497], [3.61383, 3.54923, -1.98859], [4.20149, 3.79338, -3.08891], [4.42450, 3.68200, -0.80493], [-0.08524, 1.22247, 0.87193], [-1.15194, 2.19871, 1.24942], [-2.34940, 1.60880, 1.77251], [-3.52801, 1.93821, 0.98169], [-3.82722, 0.87420, -0.20878], [-5.21726, 0.07610, 0.00862], [-1.40916, -1.76580, 4.06689], [0.53882, -1.61780, 3.74548], [-1.86093, -1.48271, 1.62705], [1.32308, -3.05498, 0.12989], [3.03500, -1.74274, 2.55119], [2.69428, -3.70780, 2.20020], [4.06489, -0.44357, 0.02252], [3.90846, 1.05995, -1.02187], [3.10117, -2.03280, -1.61944], [2.18938, 0.34689, -3.53732], [1.94324, -1.45710, -3.79726], [0.97936, -0.65179, -2.44027], [0.40921, 3.61258, -0.51004], [2.10242, 3.68380, 0.22321], [1.49980, 3.97726, -2.50415], [1.84069, 2.17432, -2.58000], [5.10472, 2.97512, -0.89455], [-1.43195, 2.78700, 0.28941], [-0.67799, 2.99494, 1.94992], [-4.43186, 1.84741, 1.70604], [-3.55426, 3.01770, 0.58166], [-2.92943, 0.18249, -0.40228], [-3.96948, 1.52006, -1.16406], [-5.61123, -0.38037, -0.96767], [-6.04964, 0.78117, 0.39417], [-5.13103, -0.79415, 0.76063], [-2.61519, 4.69202, -1.56452], [-2.67474, 3.93443, -0.60291], [-2.23712, 4.33788, -2.82276], [-2.19284, 5.29712, -3.90959], [-1.86699, 2.96008, -3.08693], [-2.87389, 5.75834, -1.47553], [-2.87050, 4.96856, -4.70111], [-1.17258, 5.34737, -4.29781], [-2.49500, 6.28860, -3.56864], [-2.71227, 2.31009, -2.84902], [-1.02323, 2.68623, -2.44700], [-1.58963, 2.83214, -4.13402], [1.35220, -5.66190, 4.20933], [1.06959, -4.47908, 4.30372], [0.79343, -6.53747, 3.32579], [1.18427, -7.93246, 3.27562], [-0.22268, -6.05955, 2.40840], [2.11072, -6.12812, 4.85817], [1.57436, -8.15689, 2.27968], [0.30811, -8.55441, 3.47485], [1.95349, -8.14988, 4.01843], [0.19792, -5.26004, 1.79252], [-1.06129, -5.65600, 2.98124], [-0.57230, -6.87036, 1.76794]]}

---

| no. | E (eV) |
| --- | --- |
| 1 | -86741.6344 |
| 2 | -107736.8242 |
| 3 | -43401.1376 |